1.
# C4H13NO2

3 unconnected molecules or ions with the total composition C4H13NO2 (ωB97M-V/def2-TZVPD, the Open Molecules 2025 dataset).

## Properties
F_max: 0.07206 hartree/bohr
calculated total energy: -9940.9558 eV
SMILES: C=CCNC.O.O
HOMO-LUMO gap: 10.2 eV
total charge: 0

Each line ends with the natural charge from an NBO analysis.
Positions of all 20 atoms, in Å:
C 1.555 -2.053 1.619  -0.37
C 0.859 -0.909 1.832  -0.21
C -0.293 -0.640 0.894  -0.25
N 0.242 0.106 -0.402  -0.65
C 1.009 1.336 -0.109  -0.45
H 2.729 -2.347 1.496  0.21
H 1.072 -2.656 0.967  0.16
H 1.434 -0.105 2.132  0.19
H -0.949 0.104 1.327  0.20
H -0.827 -1.602 0.599  0.23
H 0.868 -0.706 -0.745  0.36
H 0.444 1.869 0.643  0.20
H 1.178 1.995 -1.033  0.21
H 2.071 1.292 0.256  0.19
O -2.704 -0.691 -0.758  -0.95
H -2.234 -0.651 -1.639  0.48
H -3.446 -0.125 -0.892  0.47
O -1.151 1.895 -2.493  -0.97
H -1.102 2.672 -1.858  0.46
H -0.758 1.217 -1.837  0.49

***

2.
# C4H13NO2

2 unconnected molecules or ions with the total composition C4H13NO2 (ωB97M-V/def2-TZVPD, the Open Molecules 2025 dataset).

## Properties
F_max: 0.05483 hartree/bohr
calculated total energy: -9942.9490 eV
SMILES: C[C@@H](O)CCN.O
HOMO-LUMO gap: 10.0 eV
total charge: 0

Each line ends with the natural charge from an NBO analysis.
Positions of all 20 atoms, in Å:
C -1.510 0.044 1.949  -0.63
C -0.424 -0.508 1.002  0.09
O 0.330 -1.460 1.732  -0.71
C -1.075 -1.173 -0.226  -0.44
C 0.088 -1.406 -1.265  -0.21
N 1.065 -0.350 -1.429  -0.84
H -2.047 -0.784 2.397  0.21
H -0.971 0.506 2.803  0.21
H -2.154 0.850 1.612  0.21
H 0.182 0.332 0.673  0.18
H 0.223 -2.308 1.294  0.47
H -1.753 -0.525 -0.772  0.21
H -1.568 -2.164 -0.148  0.22
H -0.435 -1.627 -2.238  0.16
H 0.580 -2.389 -1.109  0.18
H 0.587 0.478 -1.772  0.34
H 1.779 -0.549 -2.116  0.37
O 1.380 4.091 -1.365  -0.97
H 0.892 4.549 -0.686  0.49
H 1.124 3.228 -1.663  0.48

***

3.
# C4H13NO2

4 unconnected molecules or ions with the total composition C4H13NO2 (ωB97M-V/def2-TZVPD, the Open Molecules 2025 dataset).

## Properties
F_max: 0.05698 hartree/bohr
calculated total energy: -9938.2451 eV
HOMO-LUMO gap: 3.6 eV
total charge: 0

Each line ends with the natural charge from an NBO analysis.
Positions of all 20 atoms, in Å:
N -3.228 0.648 2.160  -1.08
C -2.282 -0.366 -1.004  -0.11
C 1.427 -1.112 -0.975  -0.76
C 0.036 -1.235 -1.370  0.26
C -0.922 -0.353 -0.873  -0.35
H -3.036 -0.218 1.691  0.36
H -2.403 1.146 2.451  0.38
H -2.785 0.287 -0.304  0.24
H -2.639 -1.263 -1.506  0.21
H 2.127 -0.954 -1.807  0.31
H 1.759 -1.934 -0.320  0.32
H 1.542 -0.248 -0.312  0.32
H -0.313 -2.097 -1.938  0.20
H -0.586 0.398 -0.152  0.26
H 4.365 0.108 0.928  0.44
H 2.708 1.111 0.430  0.49
O 3.489 0.027 0.535  -1.19
H -3.848 1.283 1.686  0.37
H 2.565 2.781 0.338  0.45
O 2.023 1.991 0.342  -1.11

***

4.
# C4H13NO2

3 unconnected molecules or ions with the total composition C4H13NO2 (ωB97M-V/def2-TZVPD, the Open Molecules 2025 dataset).

## Properties
F_max: 0.10555 hartree/bohr
calculated total energy: -9942.1829 eV
SMILES: C=C(C)NC.O.O
HOMO-LUMO gap: 8.4 eV
total charge: 0

Each line ends with the natural charge from an NBO analysis.
Positions of all 20 atoms, in Å:
C -1.260 -0.580 -1.140  -0.55
C -0.091 0.049 -1.015  0.20
C 1.014 -0.356 -1.927  -0.66
N 0.058 0.897 0.028  -0.65
C 1.212 1.767 0.278  -0.42
H -1.288 -1.143 -1.964  0.18
H -2.233 -0.377 -0.586  0.19
H 1.239 -1.355 -2.110  0.23
H 1.940 -0.024 -1.428  0.21
H 1.022 0.236 -2.837  0.23
H -0.450 0.872 0.914  0.43
H 1.332 2.529 -0.571  0.19
H 2.060 1.289 0.602  0.18
H 0.926 2.434 1.070  0.21
O -1.585 0.226 2.388  -0.96
H -1.129 -0.513 2.145  0.49
H -2.528 0.147 2.099  0.47
O -0.031 -1.868 1.729  -0.93
H -0.507 -2.626 1.426  0.47
H 0.298 -1.601 0.899  0.48

***

5.
# C4H13NO2

3 unconnected molecules or ions with the total composition C4H13NO2 (ωB97M-V/def2-TZVPD, the Open Molecules 2025 dataset).

## Properties
F_max: 0.11033 hartree/bohr
calculated total energy: -9937.2893 eV
HOMO-LUMO gap: 3.4 eV
total charge: 0

Each line ends with the natural charge from an NBO analysis.
Positions of all 20 atoms, in Å:
C 0.053 -0.233 0.267  -0.79
C 0.486 1.054 -0.250  0.51
C -0.655 1.985 -0.439  -0.36
N -1.091 1.896 -1.991  -0.69
C 1.724 1.843 0.046  -0.72
H -0.411 -0.330 1.259  0.36
H 0.893 -0.939 0.287  0.27
H -0.567 -0.712 -0.506  0.31
H -0.414 3.028 -0.264  0.22
H -0.568 1.010 -2.060  0.33
H -0.395 2.440 -2.515  0.35
H 1.866 2.144 1.089  0.30
H 1.674 2.668 -0.661  0.23
H 2.597 1.240 -0.210  0.25
H -0.544 -3.569 1.452  0.49
H 0.278 -4.932 1.466  0.43
O 0.230 -4.122 1.980  -1.06
H -1.532 1.640 0.109  0.25
H -2.115 -3.236 0.143  0.43
O -1.509 -2.875 0.797  -1.14

***

6.
# C4H13NO2

2 unconnected molecules or ions with the total composition C4H13NO2 (ωB97M-V/def2-TZVPD, the Open Molecules 2025 dataset).

## Properties
F_max: 0.05412 hartree/bohr
calculated total energy: -9943.1940 eV
SMILES: C[C@H](O)[C@@H](C)N.O
HOMO-LUMO gap: 9.7 eV
total charge: 0

Each line ends with the natural charge from an NBO analysis.
Positions of all 20 atoms, in Å:
C 1.021 0.587 2.095  -0.66
C 0.176 0.367 0.870  0.06
O 0.142 -1.113 0.661  -0.75
C 0.870 0.944 -0.363  -0.04
C 2.201 0.241 -0.827  -0.63
N -0.011 1.013 -1.577  -0.86
H 0.531 0.116 2.952  0.21
H 1.051 1.651 2.448  0.22
H 2.052 0.160 2.081  0.22
H -0.844 0.728 1.035  0.18
H 0.272 -1.473 1.545  0.46
H 1.179 2.012 0.039  0.18
H 2.181 -0.844 -1.010  0.23
H 2.925 0.428 0.042  0.20
H 2.560 0.859 -1.688  0.23
H -0.047 0.145 -2.097  0.37
H -0.918 1.411 -1.344  0.36
O -3.749 -1.489 -0.924  -0.95
H -4.355 -2.217 -0.781  0.47
H -2.857 -1.714 -0.651  0.48

***

7.
# C4H13NO2

3 unconnected molecules or ions with the total composition C4H13NO2 (ωB97M-V/def2-TZVPD, the Open Molecules 2025 dataset).

## Properties
F_max: 0.02671 hartree/bohr
calculated total energy: -9941.7953 eV
SMILES: CC(C)=CN.O.O
HOMO-LUMO gap: 7.5 eV
total charge: 0

Each line ends with the natural charge from an NBO analysis.
Positions of all 20 atoms, in Å:
C -2.066 0.751 -0.075  -0.63
C -0.880 -0.155 -0.457  -0.12
C -0.184 0.230 -1.756  -0.62
C -0.579 -1.314 0.191  0.00
N -0.176 -1.500 1.502  -0.81
H -2.187 1.662 -0.658  0.21
H -2.920 0.093 -0.292  0.21
H -2.099 0.982 0.990  0.22
H 0.630 0.861 -1.394  0.20
H 0.215 -0.635 -2.298  0.21
H -0.812 0.821 -2.428  0.21
H -0.646 -2.278 -0.338  0.16
H -0.499 -2.358 1.941  0.37
H 0.063 -0.727 2.106  0.41
O 2.902 -0.082 -0.552  -0.95
H 1.945 -0.013 -0.598  0.47
H 3.135 -0.575 -1.319  0.47
O 0.958 1.442 1.751  -0.94
H 1.542 1.795 2.448  0.47
H 1.656 1.002 1.236  0.47

***

8.
# C4H13NO2

2 unconnected molecules or ions with the total composition C4H13NO2 (ωB97M-V/def2-TZVPD, the Open Molecules 2025 dataset).

## Properties
F_max: 0.06111 hartree/bohr
calculated total energy: -9942.2480 eV
SMILES: CCNCCO.O
HOMO-LUMO gap: 10.1 eV
total charge: 0

Each line ends with the natural charge from an NBO analysis.
Positions of all 20 atoms, in Å:
C 1.499 1.327 -0.131  -0.63
C 0.995 2.168 1.065  -0.21
N -0.314 1.523 1.520  -0.67
C -0.556 0.048 1.728  -0.26
C -1.688 -0.460 0.845  -0.10
O -2.480 0.603 0.273  -0.73
H 0.787 1.520 -0.945  0.22
H 1.691 0.285 0.166  0.21
H 2.443 1.731 -0.576  0.22
H 0.926 3.227 0.806  0.20
H 1.627 2.096 1.938  0.17
H -0.476 2.082 2.356  0.37
H -0.816 -0.138 2.746  0.20
H 0.435 -0.347 1.482  0.20
H -1.448 -1.091 -0.006  0.17
H -2.322 -1.049 1.514  0.17
H -1.694 1.199 0.320  0.48
O 0.704 -4.848 -5.353  -0.93
H 0.882 -5.338 -4.546  0.46
H -0.197 -4.538 -5.202  0.47